Entry 1:
Below is C47H52IN11O2PPbSSi as an isolated structure at a distorted geometry, with properties calculated with ωB97M-V with the def2-TZVPD basis set.

relative energy (zero: lowest compared OMol25 entry of this formula, charge and spin)	70.3	kcal per mole
LUMO (alpha / beta)	-3.85 / -3.85	eV
HOMO-LUMO gap (alpha / beta)	4.913 / 4.914	eV
total energy	-4094.30125	hartree
net charge	+1

Structure (XYZ):
```
117
C47H52IN11O2PPbSSi ωB97M-V with the def2-TZVPD basis set
Pb -0.15197 0.25821 0.50340
C 1.90753 -5.66140 5.02547
C 1.76354 -4.58870 3.98368
C 2.60691 -4.51682 2.87548
C 2.40776 -3.56915 1.90306
C 1.39221 -2.57489 1.97155
N 1.17628 -1.73752 0.91192
C 1.61725 -2.21395 -0.32764
C 1.19300 -3.46984 -0.78585
C 1.60828 -3.98747 -1.99252
C 2.47206 -3.27620 -2.82323
C 2.94272 -3.82135 -4.14196
C 2.87603 -2.02203 -2.40002
C 2.47260 -1.49917 -1.17687
N 2.97865 -0.23046 -0.80238
C 4.23463 0.22315 -0.99720
C 4.27321 1.53021 -0.56377
C 2.97359 1.78259 -0.11308
N 2.20872 0.71167 -0.26051
C 0.69716 -2.53117 3.20790
C 0.83399 -3.57870 4.12296
N -0.11104 -1.44803 3.63365
C -0.30996 -1.11353 4.93417
C -1.16590 -0.03643 4.95837
C -1.43309 0.22760 3.61147
N -0.78813 -0.62689 2.82837
H 2.32820 -6.56614 4.59117
H 2.58030 -5.32856 5.81890
H 0.94559 -5.89101 5.48167
H 3.42308 -5.22090 2.77365
H 3.06435 -3.55378 1.04554
H 0.50439 -4.02916 -0.16651
H 1.26001 -4.96952 -2.29044
H 2.58598 -4.83797 -4.29549
H 2.58214 -3.20233 -4.96586
H 4.03182 -3.82142 -4.19261
H 3.52784 -1.43237 -3.03408
H 5.00899 -0.40373 -1.39945
H 5.11133 2.20177 -0.57716
H 2.55338 2.68577 0.29335
H 0.17565 -3.60999 4.98160
H 0.18202 -1.62213 5.74076
H -1.54797 0.47677 5.82194
H -2.07184 0.97615 3.17409
C -4.58418 1.86284 -1.44279
N -4.33740 0.44675 -1.56853
C -4.79425 -0.38674 -2.55985
C -4.34367 -1.62218 -2.28875
N -3.61229 -1.56265 -1.11292
C -3.61543 -0.26571 -0.66835
S -2.99712 0.44645 0.72310
C -3.03262 -2.68728 -0.47420
C -2.89509 -3.89702 -1.15119
C -2.37233 -4.97619 -0.46256
C -1.99409 -4.81445 0.86145
C -2.15591 -3.56475 1.43396
N -2.66891 -2.52981 0.78370
H -5.13347 2.20750 -2.31497
H -3.63547 2.39241 -1.36235
H -5.15726 2.05769 -0.53642
H -5.40532 -0.03602 -3.37024
H -4.50957 -2.53699 -2.82163
H -3.19525 -4.00653 -2.18165
H -2.27052 -5.93363 -0.95532
H -1.60357 -5.63940 1.43881
H -1.88091 -3.37997 2.46493
I 0.20216 8.43817 -4.61910
C -0.10925 6.76950 -3.37785
C -0.90961 6.89524 -2.25086
C -1.10296 5.80022 -1.42702
C -0.51689 4.57841 -1.74386
C 0.27703 4.46250 -2.88386
C 0.49236 5.55940 -3.69617
C -0.64453 3.37791 -0.88316
O -0.97107 3.59734 0.39577
O -0.42285 2.26163 -1.26565
H -1.37607 7.84176 -2.01826
H -1.72707 5.88452 -0.54746
H 0.72070 3.50274 -3.10944
H 1.12361 5.47774 -4.56910
C 0.68658 -0.57948 -5.25218
Si -0.79987 -1.42671 -4.44670
C -2.39589 -0.73497 -5.20035
C -0.78964 -3.29879 -4.70768
C -0.71545 -1.04601 -2.63785
C -0.54848 -0.71962 -1.47799
H 0.81278 -0.89319 -6.28896
H 1.60455 -0.80631 -4.71026
H 0.55910 0.50346 -5.24379
H -2.26483 -0.56891 -6.27033
H -2.67393 0.21544 -4.74576
H -3.22944 -1.42357 -5.07131
H -0.81611 -3.55855 -5.76664
H -1.65547 -3.76126 -4.23298
H 0.10123 -3.74919 -4.27614
C 0.46369 5.29506 3.75865
N 1.61187 4.87981 2.95872
C 2.36314 3.86195 3.67064
N 1.51182 2.73311 4.03870
C 0.38503 3.19326 4.85112
N -0.39907 4.18482 4.13975
C -1.10943 3.61145 3.01008
P 0.02871 2.96435 1.68288
C 1.21900 4.42098 1.64066
C 1.16221 1.87806 2.99251
H -0.11804 6.02442 3.19316
H 0.83869 5.76791 4.66797
H 2.76920 4.30448 4.58151
H 3.18880 3.50848 3.05037
H 0.77269 3.64084 5.76746
H -0.23893 2.33722 5.11095
H -1.75680 4.37114 2.56789
H -1.74199 2.79768 3.37292
H 0.74239 5.24704 1.10725
H 2.12570 4.15195 1.09498
H 2.01894 1.51415 2.42596
H 0.52507 1.05693 3.31913
```


Entry 2:
Below is C47H53I2N8O3PY as an isolated structure, with properties calculated with ωB97M-V with the def2-TZVPD basis set.

relative energy (zero: lowest compared OMol25 entry of this formula, charge and spin)	2.3	kcal per mole
LUMO	-3.40	eV
HOMO-LUMO gap	6.319	eV
total energy	-3461.72838	hartree
net charge	+1

Structure (XYZ):
```
115
C47H53I2N8O3PY ωB97M-V with the def2-TZVPD basis set
Y -1.35252 -0.84548 0.56693
C 0.98396 -1.14717 4.79080
O 0.14365 0.04300 4.77636
C -0.51609 -0.01566 3.62418
N -0.44720 -1.07582 2.91899
C 0.34959 -2.04490 3.72158
C 1.34124 -2.88783 2.95450
C 2.48039 -3.34786 3.61067
C 3.36574 -4.20749 2.97652
C 3.11681 -4.62919 1.67904
C 1.98312 -4.17849 1.01965
C 1.10537 -3.31193 1.65336
C -1.31390 1.17621 3.25407
C -1.43130 2.29721 4.06130
C -2.22156 3.34427 3.60821
C -2.84620 3.25181 2.37144
C -2.65664 2.09257 1.63920
N -1.92484 1.07404 2.08067
C -3.21558 1.86764 0.28621
N -2.98011 0.81544 -0.38958
C -3.75798 0.94672 -1.64919
C -4.13484 2.43314 -1.64251
O -3.97631 2.82015 -0.24268
C -3.02263 0.46333 -2.87921
C -2.35136 -0.75533 -2.85884
C -1.74764 -1.25593 -3.99952
C -1.80353 -0.53797 -5.18640
C -2.46901 0.67652 -5.21954
C -3.07894 1.17194 -4.07372
H 0.96633 -1.55124 5.79761
H 1.99207 -0.83332 4.51790
H -0.38133 -2.71470 4.18769
H 2.68554 -3.05025 4.63302
H 4.24606 -4.55352 3.50225
H 3.80387 -5.30390 1.18564
H 1.77040 -4.49565 0.00673
H 0.24331 -2.98855 1.08937
H -0.91707 2.33759 5.01039
H -2.34230 4.23374 4.21148
H -3.45333 4.05213 1.97363
H -4.65528 0.33191 -1.52042
H -5.15760 2.64797 -1.93354
H -3.43551 3.04291 -2.21394
H -2.28458 -1.35293 -1.95820
H -1.23233 -2.20738 -3.95199
H -1.33508 -0.92607 -6.08142
H -2.52369 1.24133 -6.14090
H -3.61054 2.11370 -4.13808
I -1.07709 -5.53918 -1.96923
C -2.67236 -4.88900 -0.81173
C -3.80743 -5.71410 -0.66685
C -4.88365 -5.31726 0.07397
I -6.51790 -6.60143 0.23406
C -4.87464 -4.04777 0.71638
C -5.93088 -3.52910 1.49532
C -5.82181 -2.29151 2.06541
C -4.64303 -1.55745 1.86025
N -3.63510 -2.00133 1.14533
C -3.73149 -3.23525 0.56753
C -2.59536 -3.65358 -0.20947
O -1.57258 -2.84599 -0.30707
H -3.81675 -6.67775 -1.15738
H -6.82565 -4.12139 1.63429
H -6.61986 -1.87723 2.66483
H -4.53042 -0.57205 2.30345
N 0.37933 0.05972 -0.16437
P 1.56478 0.99207 -0.51303
N 1.21019 2.60907 -0.21186
C -0.04178 3.10373 -0.78085
C -0.43517 4.41085 -0.11135
C 0.59362 5.50996 -0.42286
C 1.98563 4.90372 -0.65463
C 2.17280 3.64385 0.17911
N 2.96327 0.80022 0.37265
C 4.08272 -0.03829 -0.08220
C 4.37631 -1.14214 0.92328
C 4.82461 -0.54952 2.26700
C 4.13405 0.79951 2.52057
C 2.78137 0.84454 1.82921
N 2.04884 0.84662 -2.09625
C 2.93977 1.84893 -2.66943
C 3.84878 1.23032 -3.72438
C 3.03246 0.49610 -4.78335
C 2.10835 -0.52430 -4.12589
C 1.23239 0.14420 -3.07818
H -0.80047 2.33203 -0.64124
H 0.04287 3.26110 -1.86860
H -0.48414 4.23742 0.96865
H -1.43523 4.71508 -0.43213
H 0.62893 6.22557 0.40113
H 0.28477 6.07149 -1.30653
H 2.76565 5.62662 -0.41187
H 2.11565 4.64558 -1.70869
H 2.04679 3.89904 1.24184
H 3.18246 3.24945 0.07655
H 4.97717 0.58356 -0.22004
H 3.83087 -0.45505 -1.05571
H 5.13839 -1.81371 0.52478
H 3.46938 -1.73712 1.05749
H 5.90804 -0.41662 2.28326
H 4.58379 -1.25102 3.06889
H 4.74391 1.62147 2.13674
H 4.01191 0.98201 3.59078
H 2.24264 1.75811 2.09196
H 2.16035 -0.00337 2.16017
H 3.53903 2.29538 -1.87370
H 2.34948 2.66021 -3.12589
H 4.53048 0.52775 -3.23475
H 4.46163 2.01272 -4.17700
H 3.68969 0.01568 -5.51001
H 2.42681 1.22249 -5.33819
H 2.70148 -1.30908 -3.64509
H 1.47444 -1.00841 -4.87280
H 0.61653 -0.57703 -2.54717
H 0.54973 0.85411 -3.57488
```